# 1
9
Properties=species:S:1:pos:R:3 method="wB97M-V/def2-TZVPD" total_charge=0 orbital_gap_ev=9.02 energy_ev=-13670.0088 mol_weight_g_mol=184.97 e_above_lowest_kj_mol=12.1
C 0.1583 -0.2725 -0.2275
N -2.1349 0.0326 0.0257
N -3.0869 0.8576 0.1515
N -0.9314 0.5083 0.3096
I -4.9505 -0.0976 -0.0285
H 0.3688 -0.4489 -1.2594
H 0.9527 0.2806 0.1390
H 0.3451 -1.1641 0.3463
H -0.8330 1.5792 0.1548

# 2
129
Properties=species:S:1:pos:R:3 method="wB97M-V/def2-TZVPD" total_charge=+1 orbital_gap_ev=5.82 energy_ev=-75792.9100 mol_weight_g_mol=776.93 e_above_lowest_kj_mol=216.3
C -2.2134 0.2454 -0.9706
C -1.4588 0.9886 0.1812
C -1.9925 0.6061 1.5354
C -1.7896 -0.8582 1.9119
C -0.2880 -1.0672 1.9511
C 0.4327 -0.7237 0.6502
N 0.0002 0.5318 0.1912
O 0.7815 1.2894 -0.4681
C 0.2546 -1.7360 -0.5745
C 1.8694 -0.6508 0.9507
C -1.5605 2.5617 -0.0378
H -2.2626 -0.7967 -1.0108
H -1.6554 0.5457 -1.8273
H -3.1690 0.4343 -1.2671
H -3.1068 0.8682 1.4589
H -1.5767 1.3978 2.0820
H -2.5420 -1.3820 1.3891
H -2.0723 -0.9843 3.0799
H -0.1488 -2.1227 2.2043
H 0.2434 -0.6640 2.8848
H 0.5359 -2.7914 -0.2808
H 0.7568 -1.4203 -1.4842
H -0.7213 -1.9283 -0.7743
H 2.2927 0.1640 1.4310
H 2.5294 -0.2698 0.1273
H 2.3621 -1.4189 1.4164
H -0.8283 3.2034 0.6754
H -2.4129 3.2694 0.1364
H -1.0694 2.7222 -1.0881
C 0.0553 5.5291 2.8084
C 1.3009 4.7376 2.8572
O 1.1092 3.3891 2.3140
O 0.0459 6.4925 3.8308
H -0.9373 4.9252 2.8998
H -0.1260 6.0497 2.0032
H 1.7094 4.5631 3.9406
H 2.1943 5.2442 2.4920
H 1.7932 3.1855 2.0168
H -0.4399 6.0871 4.4044
C 5.6000 3.0885 -0.9018
C 4.3418 2.3338 -0.3986
O 4.6083 1.5764 0.8542
O 5.3309 3.7904 -2.1891
H 6.3137 2.4856 -0.8793
H 5.9291 3.8435 -0.2547
H 3.9555 1.5966 -1.0232
H 3.5243 3.0030 -0.1977
H 4.8070 2.2908 1.4004
H 6.1983 4.4941 -2.4237
C 0.3546 -0.9415 -4.7340
C 0.9407 0.2059 -3.8956
O 2.1294 -0.1636 -3.2010
O -1.0534 -0.7509 -4.8097
H 0.7319 -1.7388 -4.4181
H 0.7053 -0.7607 -5.9136
H 0.3709 0.4555 -3.2018
H 1.2738 1.0652 -4.4845
H 2.7405 0.6212 -2.9588
H -1.2822 -0.7650 -5.7500
C 3.8632 -3.2262 -2.1168
C 3.9856 -3.8901 -0.7625
O 2.8065 -4.6450 -0.3688
O 4.9555 -2.3237 -2.4240
H 2.9411 -2.6775 -2.1548
H 3.8798 -4.0930 -2.9569
H 4.1251 -3.1778 0.1802
H 4.7881 -4.5137 -0.7185
H 2.3646 -5.0049 -1.2773
H 5.0435 -1.6834 -1.5893
C -2.6964 -3.4395 -3.4291
C -1.8783 -4.7499 -3.3302
O -2.8599 -5.6875 -3.7418
O -1.9467 -2.4030 -2.9099
H -3.5756 -3.4380 -2.9336
H -3.1406 -3.0792 -4.4751
H -1.6399 -5.0381 -2.3127
H -1.2159 -4.6642 -4.1792
H -3.1140 -6.0037 -2.8360
H -1.5604 -2.0032 -3.6482
C 5.8097 -1.5084 4.3370
C 4.4882 -1.5648 3.4707
O 3.3165 -1.3504 4.1465
O 6.8607 -2.1343 3.7649
H 5.5301 -1.6244 5.4456
H 6.1379 -0.3363 4.5525
H 4.5843 -2.4903 3.0272
H 4.5824 -0.8985 2.7126
H 3.2832 -1.8384 4.8167
H 7.7002 -1.6577 4.1405
C -4.5160 4.3525 -2.6974
C -5.4189 4.3840 -1.4351
O -6.7533 4.0042 -1.8746
O -3.2172 4.3506 -2.1512
H -4.6682 4.9746 -3.5237
H -4.4098 3.1769 -3.1422
H -5.2981 5.3965 -1.0693
H -5.0585 3.6418 -0.8804
H -6.7874 2.9893 -1.9736
H -2.6658 4.1247 -2.8990
C -0.1599 4.2783 -3.3785
C 1.1343 3.5540 -3.0510
O 2.0577 4.5188 -2.7892
O -1.2083 3.3287 -3.6429
H -0.0009 4.8497 -4.1721
H -0.7056 5.0580 -2.7499
H 1.5079 3.0349 -3.9592
H 0.9967 2.8110 -2.2715
H 2.7798 4.2687 -2.1882
H -1.2509 3.1164 -4.4891
C -5.0452 -1.0305 4.1010
C -5.9827 -1.3206 5.2155
O -5.5491 -1.0049 6.6085
O -5.5336 -1.6795 3.0908
H -4.1338 -1.6093 4.2323
H -4.5010 0.0721 4.0016
H -6.2874 -2.3905 5.2189
H -7.0116 -0.9349 4.9797
H -6.2221 -1.2994 7.1616
H -6.4507 -1.7720 3.0987
C -1.0184 -5.3780 1.2087
C -1.5382 -5.2199 2.5922
O -2.7069 -4.5841 2.5687
O 0.3596 -5.8946 1.1664
H -1.1313 -4.2549 0.8034
H -1.7983 -5.8917 0.6315
H -0.6226 -4.9810 3.0346
H -1.8593 -6.2063 2.9294
H -3.2430 -4.2513 3.2273
H 1.0833 -5.3840 1.3773

# 3
192
Properties=species:S:1:pos:R:3 method="wB97M-V/def2-TZVPD" total_charge=0 smiles=CC1(C)CCCC(C)(C)N1O.CC1(C)CCCC(C)(C)N1O.CC1(C)CCCC(C)(C)N1O.CC1(C)CCCC(C)(C)N1O.COCCNCCOC.COCCNCCOC.COCCNCCOC orbital_gap_ev=8.58 energy_ev=-88854.6962 mol_weight_g_mol=1028.60 e_above_lowest_kj_mol=208.1
C -3.7490 22.2138 -23.1012
C -3.7849 22.2569 -21.5675
C -4.6250 23.4444 -21.0646
C -4.6112 21.0595 -21.0455
C -3.7535 19.7800 -21.0965
C -2.4999 20.0260 -20.2761
C -1.5942 21.1722 -20.7539
C -0.6020 21.5175 -19.6390
C -0.8428 20.7545 -22.0373
N -2.4743 22.3446 -20.9030
O -1.7951 23.5171 -21.2625
H -4.5330 21.5664 -23.4892
H -3.8213 23.2042 -23.5593
H -2.7658 21.8937 -23.4509
H -5.6585 23.4148 -21.4159
H -4.6504 23.5086 -19.9760
H -4.2414 24.4001 -21.4404
H -4.9452 21.1869 -20.0157
H -5.4839 20.8354 -21.6624
H -4.3101 18.9510 -20.6605
H -3.4335 19.4965 -22.1031
H -1.9734 19.0650 -20.3287
H -2.7692 20.1879 -19.2290
H -0.1924 22.5307 -19.7111
H 0.2457 20.8528 -19.8022
H -0.9542 21.5909 -18.6081
H -0.6439 21.6172 -22.6814
H -1.4083 20.0605 -22.6581
H 0.1582 20.3934 -21.8018
H -2.0548 24.1556 -20.5847
C 1.6215 15.6763 -25.9764
C 1.4160 15.8888 -24.4501
C -0.0769 16.1408 -24.2091
C 1.9216 14.6165 -23.8078
C 3.3665 14.7066 -23.3291
C 3.4862 15.8092 -22.2947
C 2.8420 17.1877 -22.7139
C 1.7063 17.6207 -21.7166
C 3.9556 18.2150 -22.6834
N 2.2719 17.0184 -24.0307
O 1.7189 18.2293 -24.5268
H 1.6170 16.6448 -26.4863
H 2.5620 15.2216 -26.2940
H 0.8378 15.0652 -26.4265
H -0.6245 15.3686 -24.7497
H -0.4779 16.1865 -23.1936
H -0.3610 17.1482 -24.5239
H 1.1946 14.1568 -23.1252
H 1.9672 13.7626 -24.4971
H 3.7182 13.7557 -22.9277
H 3.9329 14.8759 -24.2474
H 4.5129 15.9842 -21.9558
H 3.0832 15.5027 -21.3225
H 1.4136 18.6113 -22.0756
H 2.1215 17.7095 -20.7137
H 0.7980 17.0385 -21.8301
H 4.7355 18.0092 -23.4172
H 4.3212 18.4084 -21.6766
H 3.5417 19.1822 -22.9983
H 2.4529 18.6463 -24.9902
C -3.2125 15.8184 -22.1850
C -4.6619 15.2850 -22.1326
C -4.6061 14.0112 -21.2596
C -5.5624 16.2573 -21.4046
C -5.9493 17.4554 -22.2126
C -6.5650 17.0115 -23.5268
C -5.7377 15.9782 -24.3509
C -6.7028 15.2580 -25.3263
C -4.6499 16.7622 -25.1217
N -5.2201 14.9625 -23.4447
O -4.5063 13.9309 -24.0860
H -3.2173 16.9045 -22.0533
H -2.4844 15.3018 -21.5596
H -2.7331 15.7233 -23.1651
H -4.1880 14.2393 -20.2800
H -5.5415 13.4569 -21.1762
H -3.8886 13.3269 -21.7220
H -6.4191 15.8066 -20.8968
H -4.9746 16.6198 -20.5488
H -6.4837 18.2258 -21.6512
H -5.0843 18.0550 -22.5295
H -6.8338 17.9186 -24.0745
H -7.5278 16.5435 -23.2793
H -7.3688 15.9621 -25.8157
H -7.1820 14.4807 -24.7328
H -6.0683 14.7392 -26.0474
H -3.9393 17.2337 -24.4386
H -5.0598 17.5647 -25.7335
H -4.0741 16.0451 -25.7104
H -5.1108 13.1814 -24.0449
C -5.3120 22.6768 -26.7409
C -4.0173 23.0610 -27.5167
C -3.5565 24.4360 -27.0083
C -3.0715 21.9258 -27.1713
C -1.8563 21.9689 -28.1314
C -2.3261 21.8129 -29.5788
C -3.3720 22.9214 -29.9896
C -2.6635 24.2207 -30.3122
C -4.0773 22.3519 -31.2340
N -4.3725 23.0331 -28.9397
O -5.4613 23.8255 -29.2736
H -5.8383 21.7935 -27.0997
H -5.0303 22.5056 -25.6979
H -6.0038 23.5192 -26.6570
H -2.4988 24.4511 -26.7356
H -3.6523 25.1843 -27.8020
H -4.1270 24.9411 -26.2254
H -2.6628 22.1570 -26.1851
H -3.6308 20.9935 -27.1658
H -1.3995 22.9586 -28.0471
H -1.0627 21.3038 -27.7889
H -2.6482 20.8593 -29.9912
H -1.4509 22.0934 -30.1762
H -2.2105 24.6482 -29.4201
H -3.4400 24.9293 -30.6306
H -2.0174 24.2069 -31.1902
H -4.5587 23.1012 -31.8641
H -4.7667 21.5299 -31.0350
H -3.3351 21.8715 -31.8831
H -6.2237 23.2521 -29.4204
C -3.0620 23.1483 -14.3948
O -3.9515 23.3877 -15.4739
C -3.4344 22.9073 -16.7244
C -3.0616 24.0806 -17.6224
N -4.2709 24.9228 -17.7860
C -4.0032 26.3515 -18.0111
C -3.4159 26.6501 -19.3733
O -2.1062 26.1379 -19.4394
C -1.1321 26.6880 -20.2828
H -2.8649 22.0957 -14.1865
H -3.5535 23.6100 -13.5368
H -2.1157 23.6850 -14.5175
H -4.3084 22.4238 -17.1662
H -2.5582 22.2655 -16.6287
H -2.8549 23.7033 -18.6285
H -2.2096 24.6554 -17.2426
H -4.7050 24.8683 -16.8682
H -3.3175 26.6963 -17.2224
H -4.9280 26.8931 -17.8087
H -3.4381 27.7299 -19.5572
H -4.0276 26.1793 -20.1492
H -1.5978 26.8942 -21.2556
H -0.2713 26.0523 -20.4789
H -0.7517 27.6471 -19.9133
C -8.4983 25.5314 -26.2797
O -8.6528 25.5127 -24.8398
C -7.3909 25.3231 -24.2086
C -7.5768 25.6075 -22.7150
N -7.7381 27.0476 -22.4294
C -6.4678 27.7422 -22.2564
C -6.5472 29.2399 -22.1847
O -7.0084 29.7339 -23.4439
C -7.4038 31.0756 -23.3995
H -7.6942 26.2288 -26.5080
H -9.4668 25.8883 -26.6198
H -8.3257 24.5042 -26.6019
H -6.6405 26.0323 -24.5737
H -7.1002 24.2892 -24.4179
H -6.7223 25.2518 -22.1402
H -8.4924 25.1669 -22.3233
H -8.1995 27.4557 -23.2383
H -5.6840 27.3606 -22.9182
H -6.1158 27.5809 -21.2226
H -5.5327 29.6034 -21.9717
H -7.2094 29.6486 -21.4140
H -8.3620 31.1769 -22.8749
H -7.4695 31.4783 -24.4105
H -6.6753 31.7244 -22.8922
C 5.1483 13.7819 -15.7972
O 4.2368 14.6124 -15.1320
C 4.7834 15.5423 -14.2400
C 5.5077 16.7293 -14.8861
N 4.7029 17.6432 -15.6607
C 4.1504 17.0960 -16.9115
C 3.6806 18.2631 -17.7683
O 2.5321 18.8049 -17.1510
C 1.5691 19.3406 -17.9985
H 5.9864 14.3102 -16.2779
H 4.6553 13.1927 -16.5609
H 5.7540 13.1625 -15.1219
H 5.3642 15.1438 -13.3993
H 3.9340 16.0060 -13.7237
H 6.3356 16.2778 -15.4546
H 6.1262 17.2841 -14.1720
H 3.9447 17.9486 -15.0610
H 3.2580 16.4906 -16.7394
H 4.8775 16.4908 -17.4513
H 3.3239 17.7974 -18.7038
H 4.4549 18.9742 -18.0672
H 2.0369 19.9026 -18.8158
H 0.9240 20.0259 -17.4437
H 0.8281 18.6839 -18.4792

# 4
8
Properties=species:S:1:pos:R:3 method="wB97M-V/def2-TZVPD" total_charge=0 orbital_gap_ev=9.41 energy_ev=-19083.1009 mol_weight_g_mol=106.10 e_above_lowest_kj_mol=129.7
C 1.5377 0.3836 0.2963
C -1.6339 -1.0338 -0.3991
O -0.7737 1.2171 0.3326
O -2.6803 -1.0630 0.0776
O -0.6378 -1.1470 -1.0137
S 0.4633 1.3653 -0.4421
H 1.1613 -0.1085 1.1353
H 2.5634 0.3863 0.0130

# 5
8
Properties=species:S:1:pos:R:3 method="wB97M-V/def2-TZVPD" total_charge=-1 smiles="NSOC(=O)[O-]" orbital_gap_ev=7.43 energy_ev=-19538.4206 mol_weight_g_mol=108.10 e_above_lowest_kj_mol=46.5
N 0.6159 0.7147 0.0043
S -0.8304 1.6271 0.3350
O -1.9911 0.7780 -0.3947
C -3.0008 -0.4257 0.2174
O -2.6778 -0.8927 1.2396
O -3.7337 -0.5311 -0.6969
H 0.6101 0.5423 -0.9432
H 0.5396 -0.2018 0.3948

# 6
18
Properties=species:S:1:pos:R:3 method="wB97M-V/def2-TZVPD" total_charge=0 orbital_gap_ev="7.85 / 7.78" energy_ev=-11380.1149 mol_weight_g_mol=118.14 e_above_lowest_kj_mol=654.9
C -0.5808 0.9392 -0.8103
C 1.4844 -1.7844 -0.1470
C 1.0804 1.0474 0.9494
C 0.1247 -1.1660 0.1760
N -2.8896 1.6384 0.4548
N 0.3079 0.2909 -0.0243
O -1.4611 0.3899 -1.5143
O -3.4884 1.1272 -0.4690
H -0.4833 2.0978 -0.7813
H 2.3521 -1.1686 0.0247
H 1.5835 -2.6445 0.6254
H 1.6303 -2.1744 -1.2057
H 0.6527 0.8452 1.8335
H 2.0823 0.7823 0.7780
H 0.9565 2.0077 0.7626
H -0.5432 -1.6953 -0.5140
H -0.1676 -1.4615 1.1031
H -2.6409 0.9287 -1.2415

# 7
47
Properties=species:S:1:pos:R:3 method="wB97M-V/def2-TZVPD" total_charge=-1 orbital_gap_ev=1.48 energy_ev=-32225.9289 mol_weight_g_mol=339.37 e_above_lowest_kj_mol=790.9
N -1.5459 -1.5639 3.2832
C -2.5989 -1.5715 2.2703
C -2.1593 -1.1148 0.8653
O -1.7329 -2.2511 0.1138
C -3.2982 -0.4529 0.0851
C -3.2502 1.0817 -0.1357
C -4.3157 1.7474 0.7937
C -3.5257 1.9749 2.0321
N -2.2458 1.9587 1.7759
C -2.0212 1.8655 0.3253
C -0.6105 1.5599 -0.1939
C 0.4526 1.3225 0.8871
C 1.5866 0.4509 0.3553
O 1.1766 -0.9127 0.2645
H -1.3958 -0.6340 3.6475
H -0.6629 -1.8690 2.8926
H -2.9322 -2.6019 2.1627
H -3.4191 -0.9456 2.6171
H -1.3049 -0.4693 1.0210
H -0.8058 -2.4264 0.2822
H -4.2284 -0.7016 0.5921
H -3.3580 -0.9465 -0.8813
H -3.4653 1.3455 -1.1658
H -4.7178 2.6742 0.3730
H -5.1676 1.1169 1.0421
H -3.9391 2.1035 3.0189
H -1.5182 2.0759 2.4605
H -2.2146 2.8907 -0.0194
H -0.2892 2.3771 -0.8268
H -0.6553 0.6507 -0.7912
H 0.0323 0.8088 1.7544
H 0.8811 2.2638 1.2332
H 1.9183 0.8191 -0.6100
H 2.4194 0.4794 1.0452
H 0.7674 -1.0257 -0.5896
C 4.0775 -1.2595 -1.5061
C 4.4731 -2.3944 -2.2489
C 5.3526 -2.1133 -3.4927
O 5.7934 -3.0514 -4.1607
C 5.6057 -0.7494 -3.8317
C 5.1922 0.3795 -3.1016
C 4.4013 0.0889 -1.8072
O 4.0249 1.0282 -1.0848
O 5.4019 1.5618 -3.4130
O 4.1704 -3.5606 -1.9758
H 3.4754 -1.4059 -0.6143
H 6.1763 -0.6040 -4.7438

# 8
77
Properties=species:S:1:pos:R:3 method="wB97M-V/def2-TZVPD" total_charge=+1 orbital_gap_ev="8.60 / 8.69" energy_ev=-138843.8180 mol_weight_g_mol=784.78 multiplicity=4
Nd 0.5720 0.0293 0.8433
C 1.6005 1.6623 3.9721
C 2.0723 0.2415 4.1869
O 1.3025 -0.6563 3.4053
C 0.3647 -1.4866 4.0775
C -0.8964 -0.7076 4.3762
O -1.2518 0.0554 3.2236
C -2.4391 -0.3201 2.5333
C -2.8826 0.9320 1.8243
O -1.7478 1.4866 1.1462
C -1.5691 2.8775 1.4076
C -0.6692 3.4318 0.3375
O 0.4861 2.6124 0.1915
C 1.7189 3.1845 0.6165
C 1.8204 3.1751 2.1231
O 1.4514 1.8724 2.5654
H 2.3416 2.3563 4.3762
H 0.6400 1.8570 4.4577
H 2.0132 -0.0145 5.2482
H 3.1078 0.1374 3.8611
H 0.7997 -1.8995 4.9915
H 0.1652 -2.3161 3.3979
H -0.7267 0.0043 5.1876
H -1.7069 -1.3748 4.6764
H -3.2184 -0.6488 3.2254
H -2.2393 -1.1336 1.8281
H -3.2516 1.6535 2.5549
H -3.6737 0.7268 1.0998
H -1.1446 3.0005 2.4098
H -2.5325 3.3931 1.3662
H -0.3860 4.4594 0.5768
H -1.1858 3.4342 -0.6238
H 1.8286 4.2007 0.2310
H 2.4946 2.5609 0.1722
H 1.1580 3.9177 2.5832
H 2.8489 3.4005 2.4199
O 3.2546 -0.0597 1.0438
As 3.1757 -0.6269 -0.6665
O 4.6078 -0.2662 -1.3258
O 1.7503 0.3014 -0.9476
C 2.5996 -2.3799 -1.3294
C 3.2786 -2.7094 -2.4924
C 2.8626 -3.7905 -3.2696
C 1.7762 -4.5532 -2.8957
C 1.0867 -4.2516 -1.7250
C 1.4844 -3.1716 -0.9620
S 0.6679 -2.8822 0.5693
O 0.2699 -4.1036 1.1759
O 1.6882 -2.0615 1.2598
O -0.4751 -1.9000 0.3757
H 4.1691 -0.1477 1.3421
H 4.1355 -2.1161 -2.7843
H 3.4070 -4.0300 -4.1734
H 1.4705 -5.3979 -3.4977
H 0.2579 -4.8661 -1.3985
C -2.4726 0.5289 -1.6791
N -1.0556 0.1253 -1.8022
C -1.0474 -1.2141 -2.4397
N -1.7172 -1.2268 -3.7336
C -3.1029 -0.7956 -3.5398
N -3.1784 0.5461 -2.9509
C -2.4808 1.4761 -3.8449
N -1.0847 1.0929 -4.0498
C -0.4084 1.0578 -2.7605
C -1.0558 -0.2593 -4.6138
H -2.5190 1.5238 -1.2335
H -2.9694 -0.1820 -1.0115
H -1.5428 -1.9216 -1.7761
H -0.0057 -1.5144 -2.5710
H -3.6105 -1.5038 -2.8817
H -3.6133 -0.7873 -4.5036
H -2.5161 2.4787 -3.4117
H -2.9930 1.4957 -4.8076
H -0.4071 2.0583 -2.3216
H 0.6236 0.7452 -2.8965
H -0.0170 -0.5618 -4.7580
H -1.5582 -0.2546 -5.5820